{"formula": "C31H55FINO15PS3", "method": "ωB97M-V/def2-TZVPD", "species": ["C", "C", "C", "P", "C", "O", "N", "C", "C", "C", "C", "C", "C", "C", "C", "O", "C", "C", "O", "C", "C", "O", "C", "C", "O", "C", "C", "O", "I", "C", "C", "C", "C", "O", "C", "S", "O", "O", "F", "H", "H", "H", "H", "H", "H", "H", "H", "H", "H", "H", "H", "H", "H", "H", "H", "H", "H", "H", "H", "H", "H", "H", "H", "H", "H", "H", "H", "H", "H", "H", "H", "H", "H", "H", "H", "H", "H", "H", "O", "S", "O", "O", "C", "C", "C", "H", "H", "H", "H", "H", "H", "H", "H", "O", "S", "O", "O", "C", "C", "C", "H", "H", "H", "H", "H", "H", "H", "H"], "xyz": [[3.474, -2.598, 1.919], [2.431, -2.721, 1.311], [1.082, -2.444, 0.637], [-0.071, -2.948, 2.107], [-1.450, -4.040, 1.488], [0.820, -3.938, 3.159], [1.163, -3.385, -0.538], [1.150, -4.855, -0.351], [2.371, -5.655, -0.933], [3.743, -4.916, -0.890], [2.529, -6.946, -0.012], [1.238, -2.802, -1.689], [1.282, -3.459, -3.063], [2.613, -3.247, -3.880], [2.389, -2.471, -5.241], [3.146, -1.258, -5.319], [4.329, -1.396, -6.046], [5.589, -0.789, -5.367], [4.417, -1.897, -7.131], [1.214, -1.241, -1.501], [2.681, -0.755, -1.843], [3.683, -1.544, -1.185], [4.941, -0.976, -1.274], [5.969, -1.407, -0.191], [5.230, -0.171, -2.125], [0.400, -0.465, -2.594], [-1.043, -0.960, -2.845], [-1.455, -2.070, -2.708], [-2.452, 0.537, -3.588], [0.884, -0.986, 0.037], [1.812, -0.012, 0.838], [1.585, 1.523, 0.555], [2.956, 2.299, 0.520], [2.952, 3.344, -0.450], [3.820, 3.071, -1.547], [-0.827, -0.369, 0.426], [-1.815, -1.350, 0.061], [-0.927, 0.073, 1.804], [-1.193, 0.925, -0.481], [4.426, -2.764, 2.419], [-1.476, -5.056, 1.932], [-1.429, -4.154, 0.380], [-2.406, -3.514, 1.709], [0.169, -4.602, 3.450], [1.056, -5.139, 0.719], [0.233, -5.247, -0.849], [2.217, -6.044, -1.960], [4.086, -4.644, 0.124], [4.499, -5.634, -1.293], [3.717, -4.074, -1.607], [1.616, -7.170, 0.575], [3.399, -6.807, 0.666], [2.780, -7.811, -0.663], [0.448, -3.093, -3.704], [1.102, -4.552, -2.971], [3.455, -2.810, -3.311], [2.955, -4.263, -4.189], [1.317, -2.180, -5.367], [2.590, -3.165, -6.088], [5.428, 0.297, -5.165], [5.815, -1.262, -4.393], [6.424, -0.843, -6.092], [2.885, -0.799, -2.936], [2.826, 0.315, -1.562], [5.644, -2.379, 0.233], [6.953, -1.502, -0.691], [5.974, -0.598, 0.572], [0.926, -0.493, -3.580], [0.388, 0.611, -2.312], [1.588, -0.187, 1.917], [2.892, -0.206, 0.712], [1.172, 1.652, -0.477], [0.862, 1.975, 1.260], [3.164, 2.733, 1.528], [3.816, 1.629, 0.288], [4.835, 2.735, -1.238], [3.976, 3.980, -2.170], [3.320, 2.325, -2.218], [-3.819, 3.588, 2.494], [-4.505, 2.346, 2.689], [-5.862, 2.154, 2.269], [-4.377, 1.922, 4.222], [-4.788, 2.869, 5.227], [-6.296, 2.920, 5.375], [-3.522, 1.048, 2.013], [-4.378, 3.858, 5.011], [-4.342, 2.533, 6.164], [-6.766, 3.343, 4.488], [-6.574, 3.536, 6.230], [-6.704, 1.916, 5.511], [-2.507, 1.142, 2.364], [-3.556, 1.141, 0.928], [-3.954, 0.097, 2.320], [-8.466, 6.139, 2.074], [-7.115, 6.243, 2.541], [-6.805, 6.199, 3.941], [-6.451, 7.559, 1.907], [-7.134, 8.810, 2.074], [-6.933, 9.383, 3.463], [-6.115, 5.058, 1.706], [-8.196, 8.699, 1.841], [-6.712, 9.492, 1.335], [-7.429, 8.771, 4.217], [-7.344, 10.392, 3.523], [-5.873, 9.415, 3.718], [-6.309, 5.124, 0.637], [-6.391, 4.080, 2.075], [-5.075, 5.263, 1.926]], "gap_ev": 7.75, "e_lumo_ev": -3.788, "total_charge": 1}

=====

{"formula": "C31H55IrO5SSi", "method": "ωB97M-V/def2-TZVPD", "species": ["O", "C", "C", "H", "H", "C", "H", "H", "C", "H", "H", "H", "C", "H", "H", "H", "Ir", "C", "C", "C", "H", "C", "C", "H", "H", "H", "H", "C", "C", "C", "H", "C", "C", "H", "H", "H", "H", "O", "C", "C", "H", "H", "C", "H", "H", "C", "H", "H", "H", "H", "C", "C", "C", "C", "O", "Si", "S", "O", "C", "C", "C", "C", "O", "C", "C", "C", "C", "H", "H", "H", "H", "H", "H", "H", "H", "H", "H", "H", "H", "H", "H", "H", "H", "H", "H", "H", "H", "H", "H", "H", "H", "H", "H", "H"], "xyz": [[0.126, -0.196, -7.723], [0.105, 1.117, -8.386], [-0.030, 0.537, -9.790], [1.036, 1.676, -8.203], [-0.769, 1.709, -8.079], [0.062, -0.821, -9.051], [0.809, 0.737, -10.458], [-1.005, 0.700, -10.253], [1.335, -1.582, -9.380], [2.207, -0.928, -9.273], [1.280, -1.960, -10.411], [1.434, -2.437, -8.701], [-1.170, -1.700, -9.205], [-2.090, -1.145, -8.977], [-1.097, -2.562, -8.530], [-1.223, -2.076, -10.238], [-0.510, -0.713, -0.038], [-2.598, -0.784, 0.763], [-2.335, 0.614, 0.637], [-1.950, 0.880, -0.706], [-2.369, 1.335, 1.441], [-2.043, -0.339, -1.448], [-2.444, -1.379, -0.529], [-2.617, -2.415, -0.794], [-2.835, -1.319, 1.680], [-1.639, 1.839, -1.110], [-1.852, -0.457, -2.506], [0.969, -2.179, 0.840], [0.031, -2.772, -0.060], [0.243, -2.169, -1.362], [-0.712, -3.527, 0.185], [1.308, -1.216, -1.234], [1.776, -1.252, 0.105], [2.571, -0.638, 0.514], [1.034, -2.377, 1.904], [-0.286, -2.421, -2.276], [1.678, -0.596, -2.055], [1.489, 0.773, -4.374], [0.341, 0.016, -4.839], [-0.819, 0.992, -5.102], [0.087, -0.787, -4.122], [0.644, -0.498, -5.765], [-0.133, 2.365, -5.262], [-1.465, 1.039, -4.223], [-1.414, 0.711, -5.967], [1.175, 2.187, -4.466], [-0.766, 3.162, -4.862], [0.069, 2.566, -6.324], [1.027, 2.569, -3.428], [2.045, 2.700, -4.919], [1.450, 3.452, 4.097], [1.814, 2.165, 4.816], [3.034, 1.567, 4.143], [2.067, 2.453, 6.291], [0.691, 1.232, 4.754], [0.172, 0.101, 3.678], [0.343, 0.797, 1.681], [1.047, -1.277, 3.878], [1.274, -2.153, 5.039], [1.727, -3.496, 4.486], [2.382, -1.580, 5.912], [-0.014, -2.304, 5.828], [-1.413, -0.190, 3.995], [-2.413, 0.626, 4.695], [-3.776, 0.080, 4.297], [-2.229, 0.500, 6.201], [-2.275, 2.081, 4.295], [2.292, 4.153, 4.191], [0.564, 3.923, 4.539], [1.268, 3.275, 3.029], [3.878, 2.261, 4.255], [3.321, 0.611, 4.592], [2.858, 1.425, 3.071], [1.176, 2.887, 6.760], [2.346, 1.547, 6.841], [2.887, 3.178, 6.408], [2.642, -3.379, 3.894], [1.946, -4.196, 5.304], [0.951, -3.945, 3.858], [2.103, -0.615, 6.350], [2.596, -2.265, 6.745], [3.310, -1.471, 5.338], [-0.281, -1.371, 6.341], [-0.839, -2.609, 5.175], [0.090, -3.074, 6.605], [-3.876, -0.974, 4.584], [-4.568, 0.644, 4.810], [-3.942, 0.166, 3.218], [-1.245, 0.871, 6.513], [-2.992, 1.104, 6.714], [-2.347, -0.538, 6.532], [-1.325, 2.489, 4.651], [-2.320, 2.197, 3.210], [-3.088, 2.671, 4.742]], "e_above_lowest_ev": 0.000, "gap_ev": [5.31, 5.77], "multiplicity": 5, "e_lumo_ev": [0.541, -1.874], "total_charge": 0}

=====

{"formula": "C31H55N4O2P", "method": "ωB97M-V/def2-TZVPD", "species": ["C", "C", "C", "C", "C", "C", "C", "N", "C", "C", "C", "C", "O", "C", "O", "C", "C", "C", "N", "C", "C", "P", "C", "C", "H", "H", "H", "H", "H", "H", "H", "H", "H", "H", "H", "H", "H", "H", "H", "H", "H", "H", "H", "H", "H", "H", "H", "H", "H", "C", "C", "N", "C", "C", "C", "C", "H", "H", "H", "H", "H", "H", "H", "H", "H", "H", "H", "H", "H", "H", "H", "C", "C", "N", "C", "C", "C", "C", "H", "H", "H", "H", "H", "H", "H", "H", "H", "H", "H", "H", "H", "H", "H"], "xyz": [[-2.270, -3.386, 3.141], [-1.734, -2.188, 3.608], [-0.772, -1.283, 2.823], [-1.486, 0.129, 2.702], [-2.093, 0.378, 1.312], [-3.263, -0.584, 0.924], [-2.999, -1.394, -0.403], [-3.348, -2.801, -0.162], [-4.582, -3.318, 0.103], [-4.448, -4.668, 0.300], [-3.064, -5.012, 0.123], [-2.453, -3.817, -0.172], [-0.459, -1.837, 1.537], [0.684, -1.361, 0.961], [0.975, -0.192, 0.853], [1.611, -2.392, 0.365], [2.813, -2.030, -0.252], [3.631, -3.014, -0.780], [3.431, -4.337, -0.832], [2.253, -4.628, -0.266], [1.348, -3.772, 0.337], [0.771, -1.164, 3.929], [0.213, -0.862, 5.694], [1.356, -2.944, 3.991], [-1.917, -4.382, 3.440], [-3.139, -3.364, 2.466], [-1.988, -1.853, 4.628], [-0.700, 0.881, 2.898], [-2.228, 0.209, 3.507], [-2.506, 1.401, 1.337], [-1.365, 0.367, 0.493], [-4.144, 0.045, 0.704], [-3.544, -1.253, 1.745], [-3.576, -0.992, -1.242], [-1.916, -1.404, -0.575], [-5.474, -2.700, 0.142], [-5.248, -5.357, 0.557], [-2.577, -5.977, 0.210], [-1.408, -3.595, -0.363], [3.101, -0.982, -0.313], [4.577, -2.675, -1.222], [1.982, -5.691, -0.289], [0.435, -4.167, 0.787], [-0.126, -1.838, 6.075], [-0.625, -0.155, 5.665], [1.072, -0.517, 6.277], [1.360, -3.307, 2.956], [2.328, -3.039, 4.482], [0.567, -3.521, 4.504], [-1.656, 8.424, 2.638], [-2.163, 7.023, 2.950], [-2.332, 6.185, 1.777], [-3.036, 4.945, 2.059], [-2.362, 3.932, 2.992], [-1.167, 6.056, 0.915], [0.118, 5.485, 1.528], [-2.323, 8.937, 1.943], [-1.612, 9.011, 3.557], [-0.651, 8.413, 2.214], [-3.135, 7.130, 3.440], [-1.489, 6.566, 3.691], [-3.273, 4.448, 1.113], [-4.008, 5.206, 2.490], [-1.563, 3.388, 2.490], [-3.096, 3.188, 3.314], [-1.959, 4.397, 3.893], [-0.938, 7.042, 0.503], [-1.439, 5.458, 0.040], [0.321, 5.885, 2.522], [0.971, 5.740, 0.894], [0.090, 4.398, 1.591], [2.660, -0.885, -3.449], [2.551, -0.501, -4.917], [3.830, -0.226, -5.546], [3.700, 0.367, -6.869], [3.055, -0.476, -7.975], [4.832, -1.274, -5.430], [4.492, -2.658, -5.996], [3.165, -0.105, -2.875], [1.662, -1.019, -3.028], [3.196, -1.824, -3.309], [1.938, 0.403, -4.973], [1.993, -1.290, -5.443], [4.685, 0.698, -7.208], [3.115, 1.287, -6.763], [3.738, -1.232, -8.360], [2.791, 0.168, -8.817], [2.139, -0.968, -7.646], [5.080, -1.392, -4.371], [5.764, -0.924, -5.883], [3.472, -2.966, -5.762], [5.164, -3.404, -5.567], [4.627, -2.698, -7.076]], "e_above_lowest_ev": 0.821, "gap_ev": 6.83, "e_lumo_ev": -0.398, "total_charge": 0}

=====

{"formula": "C31H55N4O4S", "method": "ωB97M-V/def2-TZVPD", "species": ["C", "C", "C", "N", "S", "C", "C", "C", "C", "C", "N", "C", "C", "C", "C", "C", "C", "C", "C", "C", "C", "O", "C", "C", "C", "C", "C", "C", "C", "C", "C", "C", "C", "O", "N", "O", "H", "H", "H", "H", "H", "H", "H", "H", "H", "H", "H", "H", "H", "H", "H", "H", "H", "H", "H", "H", "H", "H", "H", "H", "H", "H", "H", "H", "H", "H", "H", "H", "H", "H", "H", "H", "H", "H", "H", "H", "H", "H", "H", "H", "H", "H", "H", "H", "H", "H", "O", "C", "N", "C", "H", "H", "H", "H", "H"], "xyz": [[-0.912, 4.512, -2.205], [-0.027, 4.139, -0.990], [1.254, 3.411, -1.396], [1.470, 2.026, -0.774], [3.274, 1.811, -0.967], [1.193, 1.985, 0.703], [-0.114, 1.325, 1.188], [-0.899, 2.296, 2.094], [-1.739, 1.495, 3.100], [-0.990, 0.640, 0.114], [-1.863, 1.558, -0.577], [-3.070, 1.711, -0.186], [-3.698, 3.075, -0.298], [-3.988, 0.624, 0.313], [-0.072, -0.081, -0.963], [-1.040, -0.835, -1.923], [-1.398, -0.235, -3.304], [-2.825, 0.323, -3.469], [-3.902, -0.742, -3.233], [-2.935, 0.743, -4.960], [0.707, -1.153, -0.168], [2.085, -0.840, 0.034], [2.688, -1.684, 0.953], [2.297, -1.673, 2.291], [2.854, -2.520, 3.244], [2.364, -2.490, 4.670], [3.845, -3.412, 2.841], [4.265, -3.404, 1.505], [3.707, -2.556, 0.547], [4.161, -2.535, -0.912], [4.922, -3.794, -1.333], [5.126, -1.343, -1.050], [0.739, 1.005, -1.646], [1.684, 0.395, -2.492], [1.605, 0.935, -3.843], [1.923, 0.138, -4.604], [-1.109, 5.582, -2.184], [-0.398, 4.342, -3.149], [-1.882, 4.024, -2.177], [0.272, 5.088, -0.550], [-0.631, 3.632, -0.247], [2.106, 4.005, -1.086], [1.346, 3.333, -2.475], [3.649, 2.382, 0.193], [2.013, 1.448, 1.164], [1.253, 2.992, 1.107], [0.183, 0.532, 1.872], [-0.180, 2.861, 2.684], [-1.559, 2.938, 1.519], [-1.072, 0.989, 3.798], [-2.392, 2.146, 3.676], [-2.344, 0.736, 2.613], [-1.493, -0.194, 0.614], [-4.436, 3.206, 0.491], [-2.945, 3.851, -0.241], [-4.227, 3.159, -1.251], [-5.014, 0.975, 0.326], [-3.900, -0.302, -0.248], [-3.755, 0.382, 1.353], [-1.979, -0.955, -1.383], [-0.707, -1.855, -2.091], [-0.726, 0.529, -3.687], [-1.360, -1.044, -4.035], [-2.975, 1.246, -2.915], [-4.853, -0.239, -3.063], [-3.688, -1.436, -2.422], [-4.029, -1.319, -4.149], [-3.973, 0.696, -5.287], [-2.353, 0.081, -5.598], [-2.602, 1.773, -5.091], [0.244, -1.296, 0.810], [0.668, -2.139, -0.636], [1.513, -0.981, 2.591], [1.279, -2.582, 4.689], [2.852, -3.241, 5.280], [2.594, -1.510, 5.092], [4.291, -4.111, 3.532], [5.049, -4.096, 1.240], [3.284, -2.422, -1.548], [5.711, -4.068, -0.639], [4.265, -4.649, -1.485], [5.426, -3.576, -2.274], [5.942, -1.492, -0.343], [5.515, -1.239, -2.059], [4.595, -0.451, -0.732], [0.045, 1.598, -2.236], [-0.982, -2.671, 5.550], [-1.743, -2.637, 4.606], [-1.330, -2.233, 3.365], [-3.193, -3.039, 4.717], [-1.940, -2.206, 2.570], [-0.366, -1.969, 3.251], [-3.679, -2.403, 5.454], [-3.247, -4.073, 5.050], [-3.724, -2.948, 3.769]], "e_above_lowest_ev": 0.463, "gap_ev": 7.71, "e_lumo_ev": -3.154, "total_charge": 1}

=====

{"formula": "C31H56AlBeClF3N3O9", "method": "ωB97M-V/def2-TZVPD", "species": ["C", "C", "C", "C", "C", "C", "C", "C", "C", "C", "C", "C", "C", "N", "C", "C", "N", "C", "C", "C", "C", "O", "C", "O", "C", "C", "C", "O", "C", "H", "H", "H", "H", "H", "H", "H", "H", "H", "H", "H", "H", "H", "H", "H", "H", "H", "H", "H", "H", "H", "H", "H", "H", "H", "H", "H", "H", "H", "H", "H", "H", "H", "H", "H", "H", "H", "H", "H", "H", "H", "H", "C", "C", "C", "O", "H", "H", "H", "H", "H", "H", "H", "H", "F", "Al", "N", "C", "C", "C", "C", "H", "H", "H", "H", "H", "O", "Cl", "O", "O", "O", "F", "Be", "F", "O", "H"], "xyz": [[2.802, -6.122, 4.993], [2.116, -6.453, 3.541], [0.696, -5.647, 3.398], [0.916, -3.994, 3.442], [-0.483, -3.327, 2.897], [-0.146, -2.597, 1.434], [-1.345, -1.449, 1.235], [-0.673, 0.024, 0.815], [-1.623, 0.726, -0.336], [-2.107, 2.254, 0.021], [-1.978, 3.295, -1.281], [-0.417, 3.337, -1.776], [-0.398, 2.617, -3.286], [-0.505, 2.139, -4.508], [0.211, 4.836, -1.991], [-0.311, 5.339, -3.494], [-0.385, 5.876, -4.692], [-0.147, 5.918, -0.813], [0.579, 7.402, -1.078], [1.981, 7.597, -0.251], [2.247, 9.157, 0.260], [1.727, 10.179, -0.664], [1.854, 11.539, -0.056], [2.042, 12.666, -0.785], [1.871, 4.643, -1.941], [2.659, 5.472, -3.115], [2.850, 4.460, -4.391], [3.191, 5.148, -5.647], [3.346, 4.030, -6.633], [3.507, -7.000, 5.314], [1.946, -5.956, 5.805], [3.366, -5.084, 4.872], [1.893, -7.600, 3.429], [2.844, -6.052, 2.712], [0.155, -5.855, 2.360], [-0.066, -5.933, 4.264], [1.158, -3.642, 4.555], [1.865, -3.701, 2.791], [-1.315, -4.136, 2.643], [-0.931, -2.535, 3.649], [0.909, -2.078, 1.424], [-0.162, -3.403, 0.555], [-1.985, -1.848, 0.312], [-2.047, -1.359, 2.169], [-0.485, 0.704, 1.752], [0.365, -0.264, 0.302], [-2.608, 0.078, -0.519], [-1.009, 0.643, -1.356], [-3.261, 2.200, 0.321], [-1.570, 2.713, 0.983], [-2.438, 4.328, -0.983], [-2.678, 2.809, -2.116], [0.242, 2.743, -1.012], [-1.308, 6.174, -0.726], [0.174, 5.542, 0.270], [0.741, 7.636, -2.212], [-0.176, 8.217, -0.646], [2.865, 7.364, -1.017], [2.105, 6.894, 0.686], [3.429, 9.313, 0.290], [1.802, 9.279, 1.357], [1.828, 11.691, 1.126], [2.315, 4.877, -0.866], [2.072, 3.478, -2.106], [3.756, 5.681, -2.693], [2.212, 6.522, -3.373], [3.708, 3.676, -4.126], [1.857, 3.809, -4.465], [3.686, 4.571, -7.641], [2.314, 3.451, -6.793], [4.199, 3.276, -6.301], [0.509, -4.247, -3.902], [0.054, -4.954, -2.635], [-1.452, -5.161, -2.626], [0.430, -4.177, -1.500], [0.050, -3.255, -3.984], [1.593, -4.093, -3.889], [0.248, -4.827, -4.792], [0.560, -5.922, -2.551], [-1.980, -4.202, -2.663], [-1.766, -5.660, -1.702], [-1.772, -5.769, -3.478], [-0.014, -3.315, -1.566], [1.229, 6.461, 1.756], [-2.594, -2.430, -3.194], [0.002, -6.817, 8.449], [-0.621, -7.163, 7.278], [-1.968, -6.916, 7.423], [-2.164, -6.398, 8.725], [-0.931, -6.344, 9.336], [0.994, -6.896, 8.630], [-0.054, -7.555, 6.444], [-2.727, -7.090, 6.671], [-3.103, -6.096, 9.170], [-0.638, -6.013, 10.323], [-6.297, -4.119, -4.528], [-5.492, -5.322, -4.458], [-5.383, -5.908, -5.780], [-6.119, -6.272, -3.559], [-4.169, -4.991, -3.966], [1.586, 13.396, 1.029], [-2.635, -7.935, 4.914], [2.323, 2.248, -8.063], [-6.619, -5.951, -0.492], [-6.927, -6.592, -1.107]], "gap_ev": 0.92, "e_lumo_ev": -7.028, "total_charge": 0}